Molecular formula: C29H34BCrN9O3S2Se2
Method: DFT, ωB97M-V/def2-TZVPD

The total charge is +1. As for the expectation value of S²: 3.819. Its orbital gap (spin up / spin down) is 6.586 / 7.551 eV. The spin multiplicity is 4. Its LUMO energy (spin up / spin down) is -3.90 / -2.96 eV.

Each line ends with the Löwdin charge.
Element x y z (Å)
Cr -0.398 -0.072 0.127  0.66
Se -1.646 2.449 1.905  0.75
Se -2.315 0.832 3.371  0.78
C -0.723 -0.205 3.502  -0.65
C -0.644 -1.135 4.534  -0.09
C 0.557 -1.775 4.752  -0.04
C 1.650 -1.396 3.981  -0.03
C 1.467 -0.466 2.977  -0.14
N 0.285 0.086 2.689  0.01
C -2.775 1.818 0.466  -0.63
C -3.844 2.589 0.041  -0.06
C -4.679 2.085 -0.941  -0.02
C -4.432 0.804 -1.413  -0.02
C -3.342 0.106 -0.927  -0.16
N -2.490 0.607 -0.026  -0.08
H -1.516 -1.323 5.141  0.11
H 0.654 -2.516 5.528  0.12
H 2.628 -1.814 4.155  0.12
H 2.307 -0.139 2.386  0.09
H -3.996 3.566 0.474  0.11
H -5.512 2.664 -1.303  0.12
H -5.071 0.346 -2.149  0.12
H -3.132 -0.895 -1.280  0.05
N 3.982 3.058 4.338  0.13
C 3.802 2.497 3.114  -0.31
C 4.742 1.592 2.592  -0.01
C 4.504 0.939 1.401  -0.05
C 3.329 1.192 0.712  -0.31
C 2.404 2.112 1.186  -0.07
C 2.636 2.765 2.376  0.00
S 2.833 0.184 -0.648  0.69
O 3.844 -0.729 -1.072  -0.25
O 2.249 1.017 -1.689  -0.33
N 1.502 -0.577 -0.017  -0.21
C 1.525 -1.772 0.560  -0.54
N 2.623 -2.506 0.710  0.17
C 2.482 -3.687 1.275  -0.09
C 1.257 -4.148 1.748  -0.03
C 0.169 -3.307 1.581  -0.10
N 0.280 -2.131 0.981  0.03
H 4.856 2.949 4.819  0.10
H 3.385 3.809 4.634  0.10
H 5.647 1.392 3.145  0.12
H 5.202 0.228 0.991  0.12
H 1.505 2.292 0.619  0.08
H 1.907 3.467 2.755  0.12
H 3.387 -4.276 1.356  0.12
H 1.149 -5.115 2.209  0.11
H -0.815 -3.581 1.943  0.12
B -0.131 4.161 -1.331  -0.39
C -0.213 2.656 -1.133  -0.18
N -0.279 1.544 -0.776  -0.02
H 1.025 4.456 -1.373  0.03
H -0.669 4.577 -0.330  0.03
H -0.707 4.519 -2.310  0.02
C 1.518 1.855 -4.599  0.02
C 0.685 0.636 -4.585  -0.22
C 0.134 0.050 -5.705  0.06
C -0.593 -1.140 -5.539  -0.29
N -0.833 -1.625 -4.331  0.11
C -0.355 -1.012 -3.266  -0.69
S -0.799 -1.620 -1.748  0.86
N 0.450 0.074 -3.381  0.14
C -1.149 -1.908 -6.681  -0.01
H 1.801 2.126 -5.611  0.10
H 2.402 1.703 -3.980  0.09
H 0.961 2.677 -4.147  0.10
H 0.279 0.489 -6.678  0.13
H 0.995 0.450 -2.573  0.07
H -0.888 -1.466 -7.638  0.08
H -2.233 -1.954 -6.580  0.10
H -0.789 -2.935 -6.636  0.10
C -4.218 -3.173 0.986  -0.06
C -3.838 -1.854 1.633  -0.31
O -2.442 -1.597 1.527  -0.21
H -5.294 -3.312 1.019  0.08
H -3.758 -4.004 1.514  0.08
H -3.905 -3.191 -0.059  0.08
H -4.089 -1.855 2.698  0.11
H -4.392 -1.030 1.164  0.10
H -2.095 -2.181 0.840  0.03